Entry 1:
The following is a quantum chemistry calculation of C38H38As2Cl2IIrN3O4 as an isolated structure, from the Open Molecules 2025 dataset.

Summary:
E_HOMO (alpha / beta) = -11.719 / -11.717 eV
LUMO energy (alpha / beta) = -6.690 / -8.837 eV
Spin multiplicity = 2
Net charge = +2
DFT total energy = -210331.7328 eV

```
89
Properties=species:S:1:pos:R:3:forces:R:3
Ir -0.12458 0.04595 0.44214 -2.201 -1.100 -0.614
C 3.36265 -2.70769 -0.95752 0.008 0.050 -0.072
C 2.83396 -1.75537 -1.97626 0.192 -0.618 0.016
N 3.45923 -1.63702 -3.11855 -0.114 0.361 -0.359
C 3.01026 -0.73473 -4.01487 0.518 -0.689 0.257
C 1.99755 0.18483 -3.76757 -0.755 0.153 0.618
C 1.56713 1.14352 -4.85540 0.051 0.370 -0.122
O 1.73472 2.51028 -4.50358 0.036 -0.291 0.006
C 1.32983 0.10029 -2.54013 0.308 0.797 -0.466
C 0.34830 1.13605 -2.23043 -0.138 0.202 -0.075
N -0.59807 1.07327 -1.36149 0.395 0.792 -0.012
C -1.53002 2.17595 -1.37164 -0.136 -0.275 0.112
C -1.74654 2.93633 -2.52163 0.010 -0.031 -0.076
C -2.63776 3.99404 -2.52124 0.008 0.035 0.030
C -3.35756 4.30958 -1.37681 0.012 -0.087 -0.044
C -3.19190 3.54052 -0.23648 0.012 -0.002 -0.025
C -2.29854 2.48125 -0.25257 -0.020 0.172 -0.009
I -2.16083 1.34020 1.47524 0.470 0.342 0.332
C 1.67383 -0.95191 -1.66684 -0.616 -0.440 1.148
O 1.01835 -1.24777 -0.58390 2.150 0.668 -0.927
H 4.17070 -3.28801 -1.39268 0.002 0.014 -0.010
H 2.58078 -3.37532 -0.59400 -0.036 0.014 -0.016
H 3.74293 -2.15444 -0.09511 -0.003 0.017 0.000
H 3.50170 -0.75955 -4.98095 0.006 0.037 -0.010
H 0.50331 1.01614 -5.06256 -0.002 -0.102 -0.001
H 2.10190 0.90552 -5.77589 -0.007 -0.037 -0.016
H 2.63574 2.77823 -4.71575 0.011 0.144 0.079
H 0.48510 2.06005 -2.78716 -0.098 -0.177 -0.253
H -1.23364 2.69167 -3.44213 -0.033 0.029 -0.006
H -2.77409 4.56856 -3.42730 -0.016 -0.010 0.005
H -4.06700 5.12551 -1.37729 0.039 0.024 0.008
H -3.75787 3.76339 0.65824 0.003 0.020 -0.003
C 1.15620 -0.18638 3.97201 0.102 0.294 -0.037
As 0.38347 -1.06784 2.46061 0.018 -0.210 0.691
C 1.42748 -2.67303 2.28028 0.164 0.000 -0.093
C -1.32285 -1.75161 3.03285 -0.145 0.015 -0.077
C -1.67099 -1.92236 4.36713 0.046 -0.114 -0.037
C -2.90035 -2.48171 4.69016 -0.048 -0.010 -0.026
C -3.77182 -2.88018 3.68530 0.039 0.027 0.043
C -3.42935 -2.70128 2.35111 0.029 0.052 -0.036
C -2.21258 -2.11730 2.01804 -0.052 -0.136 0.032
As -1.69200 -1.75691 0.17494 -1.107 -0.012 0.889
C -1.29827 -3.50599 -0.50619 0.276 0.022 -0.294
C -3.35657 -1.32979 -0.69082 0.047 -0.086 -0.365
H 1.28078 -0.89871 4.78509 -0.018 -0.027 -0.007
H 0.52797 0.64645 4.28228 0.008 0.014 -0.014
H 2.13154 0.19854 3.67773 0.001 0.025 0.025
H 1.36228 -3.21913 3.21944 0.031 -0.035 -0.010
H 2.46401 -2.42411 2.06177 0.018 0.008 0.047
H 1.03331 -3.27964 1.46970 -0.011 -0.039 0.025
H -0.99096 -1.63626 5.15959 -0.003 0.024 0.001
H -3.17624 -2.60927 5.72822 -0.003 -0.001 -0.005
H -4.72617 -3.32106 3.94034 0.009 -0.004 0.001
H -4.12904 -3.00473 1.58209 -0.004 -0.006 0.005
H -2.18628 -4.10860 -0.32651 0.035 -0.079 -0.017
H -0.44173 -3.93608 0.00480 -0.033 -0.045 0.027
H -1.09047 -3.45719 -1.57410 -0.036 -0.042 -0.009
H -4.09309 -2.10356 -0.48670 -0.005 -0.010 -0.010
H -3.18019 -1.28725 -1.76614 -0.042 -0.004 0.001
H -3.72472 -0.36822 -0.35194 -0.050 0.023 0.043
Cl 6.76774 5.02234 1.80726 0.085 0.152 0.133
C 6.47557 3.62038 0.84844 -0.452 -0.284 -0.439
C 7.21591 2.48083 1.06677 -0.036 -0.088 -0.119
C 6.97345 1.35189 0.29561 0.060 -0.173 0.029
C 6.00050 1.37168 -0.68715 0.021 -0.108 0.134
C 5.24215 2.50913 -0.90384 0.610 0.473 0.651
Cl 4.07501 2.47419 -2.17577 -0.274 -0.081 -0.315
C 5.45125 3.67523 -0.13408 0.214 -0.293 -0.014
N 4.77439 4.85485 -0.30141 -0.280 0.251 -0.060
C 3.43867 5.06196 -0.74931 0.688 -0.018 0.121
C 3.24440 6.05727 -1.70073 -0.187 -0.145 -0.066
C 1.97316 6.32183 -2.17680 -0.018 -0.009 0.086
C 0.90323 5.59438 -1.67658 -0.089 -0.016 -0.083
C 1.10557 4.63067 -0.70043 0.047 -0.152 -0.097
C 2.37637 4.33663 -0.21260 -0.316 0.251 0.000
C 2.59390 3.35455 0.91828 -0.118 0.055 0.033
C 1.33478 2.58054 1.26306 0.543 0.218 -0.032
O 0.50460 2.98549 2.04745 -0.305 -0.346 -0.008
O 1.30243 1.44143 0.60608 0.575 0.154 -0.283
H 7.97201 2.47477 1.83915 0.020 0.024 -0.021
H 7.55405 0.45432 0.45869 0.018 0.021 -0.019
H 5.83009 0.50231 -1.30849 0.002 -0.005 -0.018
H 5.24112 5.66195 0.08557 -0.095 -0.025 -0.035
H 4.10319 6.59209 -2.08524 0.013 -0.016 0.025
H 1.82167 7.08363 -2.92917 -0.017 0.015 0.010
H -0.09943 5.78709 -2.03460 -0.027 0.036 0.005
H 0.24776 4.10992 -0.29332 -0.065 0.015 0.054
H 2.90749 3.89706 1.81298 0.051 0.025 -0.028
H 3.36344 2.62986 0.65949 0.014 0.042 0.062
```
Forces are in eV/Å.


Entry 2:
The following is a quantum chemistry calculation of a 2-piece molecular cluster, C33H28BrCl4FINO4 overall, from the Open Molecules 2025 dataset.

Summary:
E_HOMO = -8.846 eV
LUMO energy = -0.483 eV
SMILES = C#CCc1c(-c2ccccn2)cc2c(c1F)C(=O)c1c(I)c([C@H](C)CC)c(CCOC=O)c(CCCBr)c1C2=O.ClC(Cl)(Cl)Cl
Net charge = 0
DFT total energy = -175301.5424 eV

```
73
Properties=species:S:1:pos:R:3:forces:R:3
C 2.99312 -1.08873 5.88828 -0.112 0.391 -0.735
C 1.97965 -0.42927 5.85469 -1.005 -1.148 0.221
C 0.51889 -0.00516 5.81386 1.297 0.621 -0.304
C -0.10569 -0.18648 4.41315 0.197 -0.146 -0.191
C -0.98326 0.80404 3.89237 -0.332 0.644 0.008
C -1.30911 2.05682 4.73893 0.381 -2.245 -1.282
C -2.39254 1.93662 5.62341 -0.472 1.077 0.913
C -2.73402 3.03027 6.47220 1.787 0.009 -1.465
C -1.87584 4.15416 6.29689 -0.864 -0.977 0.206
C -0.85786 4.10608 5.33121 0.922 1.759 0.005
N -0.49645 3.10460 4.50506 -2.141 -0.008 2.006
C -1.56937 0.74397 2.60942 0.329 -1.352 -0.118
C -1.26191 -0.37004 1.79778 0.523 -0.222 0.567
C -0.39417 -1.36867 2.31107 0.089 -0.334 -0.996
C 0.18601 -1.30274 3.59296 -0.968 0.843 -0.701
F 1.01766 -2.29698 3.94859 -0.495 0.632 0.145
C -0.07898 -2.54407 1.35959 -0.236 0.939 -0.003
O -0.05913 -3.68456 1.73698 0.046 0.206 -0.197
C 0.14879 -2.11207 -0.11020 0.140 0.197 -0.258
C 1.18295 -2.65034 -0.91713 -0.699 0.481 -0.406
I 2.44774 -4.17286 -0.06630 -0.469 0.626 -0.264
C 1.35590 -2.17084 -2.25912 -0.441 0.078 -0.201
C 2.51103 -2.69558 -3.16860 0.557 0.006 1.368
C 2.42514 -4.24979 -3.43268 -0.539 0.770 -0.422
C 3.87629 -2.26190 -2.46954 0.082 -0.221 -0.386
C 4.87765 -1.54012 -3.44783 0.138 -0.311 1.317
C 0.46869 -1.16190 -2.76131 -0.482 0.260 0.496
C 0.64632 -0.60156 -4.18548 1.113 -0.598 -0.231
C 0.30222 -1.60346 -5.32859 0.412 0.857 0.428
O -1.00898 -2.16699 -5.11245 0.875 -0.851 -0.501
C -0.89594 -3.53611 -4.98777 -0.617 -0.537 0.048
O -1.62753 -4.30729 -5.53145 0.018 0.562 0.185
C -0.58455 -0.61010 -1.96053 0.193 -0.805 0.841
C -1.52963 0.46474 -2.51903 0.580 -0.035 -1.022
C -0.93654 1.92574 -2.56217 -1.546 -0.057 0.325
C -1.44188 2.72972 -1.32454 0.724 0.408 -0.764
Br -0.14906 2.44823 0.14165 -0.506 0.229 -0.206
C -0.71805 -1.10287 -0.62968 0.156 -0.019 0.038
C -1.78409 -0.56238 0.35511 1.009 -0.253 0.453
O -2.93156 -0.34246 0.05827 0.244 0.252 0.020
H 3.87142 -1.67669 5.63981 -0.489 0.531 0.530
H 0.52998 1.07535 6.07496 -0.388 -0.675 -0.165
H -0.07785 -0.53888 6.57597 0.447 0.138 -0.287
H -2.97377 1.00490 5.66281 0.439 0.429 -0.136
H -3.55982 2.99952 7.19201 0.425 0.026 -0.372
H -2.01064 5.05494 6.91159 0.171 -0.419 -0.458
H -0.24934 5.02670 5.22241 -0.364 -0.605 0.075
H -2.24122 1.50753 2.19828 0.384 -0.215 0.513
H 2.52454 -2.20250 -4.15288 -0.275 -0.108 0.694
H 2.15275 -4.38667 -4.50416 0.443 -0.208 0.634
H 3.38405 -4.73832 -3.18758 -0.585 0.084 -0.254
H 1.59910 -4.69503 -2.84831 0.593 0.038 -0.209
H 3.67438 -1.60540 -1.59717 0.035 -0.348 -0.584
H 4.35323 -3.17003 -2.04492 -0.248 0.630 -0.349
H 5.85322 -2.06636 -3.36083 -0.565 0.365 -0.532
H 5.06721 -0.52080 -3.04770 -0.213 -0.449 -0.694
H 4.50232 -1.52766 -4.48571 0.395 0.103 0.447
H 1.73160 -0.35890 -4.29431 -0.725 0.023 -0.091
H 0.10839 0.33936 -4.38460 0.155 -0.547 0.387
H 1.04235 -2.42256 -5.43191 -0.356 0.468 0.242
H 0.35519 -1.03199 -6.28288 -0.495 -0.550 0.470
H -0.10310 -3.92319 -4.30302 -0.132 0.727 -0.322
H -2.51462 0.49751 -2.02680 0.641 -0.244 -0.045
H -1.72849 0.17647 -3.57647 -0.039 0.078 0.753
H 0.16207 1.94734 -2.66251 -0.545 0.070 0.106
H -1.40848 2.41889 -3.44549 0.497 -0.249 0.447
H -2.46703 2.44956 -1.02144 0.726 -0.108 0.050
H -1.44837 3.82253 -1.51440 0.174 -0.683 0.165
Cl -3.62112 4.59035 0.73934 -0.021 0.088 -0.005
C -3.86863 6.03363 -0.25351 -0.003 0.022 0.035
Cl -5.25907 6.94091 0.35795 0.097 -0.068 -0.054
Cl -2.42176 7.05038 -0.18459 -0.084 -0.087 -0.017
Cl -4.17038 5.54942 -1.93102 0.022 0.016 0.087
```
Forces are in eV/Å.


Entry 3:
The following is a quantum chemistry calculation of an isolated molecule of C4H10N2O, from the Open Molecules 2025 dataset.

Summary:
E_HOMO = -9.453 eV
LUMO energy = 0.863 eV
SMILES = CCNCC(N)=O
Net charge = 0
DFT total energy = -9338.0330 eV

```
17
Properties=species:S:1:pos:R:3:forces:R:3
C -1.90638 -0.56051 -2.15728 0.321 0.859 -0.609
C -1.00792 0.41972 -1.41635 0.002 -0.137 -0.124
N 0.23832 -0.26029 -1.02470 0.392 0.527 -0.365
C 1.03337 0.54176 -0.09784 -0.389 -0.222 0.708
C 0.68880 0.20372 1.36155 0.584 -0.121 -0.286
N 0.68583 -1.16670 1.63558 -0.915 0.470 -0.607
O 0.54109 1.07706 2.17952 -0.267 -0.095 0.275
H -1.41520 -0.77381 -3.11499 0.065 -0.546 0.281
H -2.82972 -0.08654 -2.48699 -0.263 -0.021 0.412
H -2.08160 -1.44963 -1.56658 -0.115 -0.210 -0.091
H -1.47624 0.87941 -0.54613 -0.084 -0.342 0.227
H -0.77871 1.25930 -2.07593 0.001 0.202 -0.111
H 0.80079 -0.31537 -1.86994 -0.189 -0.385 0.026
H 0.86624 1.61841 -0.18291 0.213 0.032 -0.176
H 2.08548 0.29383 -0.22849 0.128 0.154 -0.068
H 0.54558 -1.64536 0.74980 0.167 -0.166 -0.002
H -0.09707 -1.41363 2.22969 0.348 0.000 0.509
```
Forces are in eV/Å.